[1]
The following is a quantum chemistry calculation of 12 unconnected molecules or ions with the total composition C12H48N24O12 in a non-equilibrium geometry, from the Open Molecules 2025 dataset.

## Properties
F_max	2.35	eV Å⁻¹
charge	0
LUMO energy	0.22	eV
HOMO	-0.3385	Ha
SMILES string	NC(N)=O.NC(N)=O.NC(N)=O.NC(N)=O.NC(N)=O.NC(N)=O.NC(N)=O.NC(N)=O.NC(N)=O.NC(N)=O.NC(N)=O.NC(N)=O
energy relative to the best compared isomer or geometry (same formula, charge and spin)	23.1	kcal/mol
orbital gap	0.3467	Ha

```
96
C12H48N24O12, DFT ωB97M-V with the def2-TZVPD basis set
N 2.101 -2.509 0.223
C 2.619 -3.199 1.292
N 3.850 -3.758 1.077
O 2.128 -3.163 2.408
H 2.344 -2.691 -0.732
H 1.279 -1.960 0.449
H 4.353 -4.159 1.844
H 4.224 -3.892 0.155
N -4.075 -4.177 1.246
C -3.790 -2.873 1.062
N -4.845 -2.028 0.971
O -2.610 -2.488 0.911
H -4.989 -4.583 1.260
H -3.274 -4.785 1.076
H -5.775 -2.404 0.989
H -4.747 -1.058 0.731
N 4.064 1.511 3.324
C 3.465 0.812 2.323
N 4.221 0.536 1.240
O 2.327 0.324 2.421
H 5.017 1.808 3.230
H 3.528 1.952 4.055
H 3.817 -0.106 0.574
H 5.207 0.687 1.140
N 2.752 0.638 -4.812
C 1.604 1.030 -4.144
N 1.552 2.367 -3.970
O 0.769 0.193 -3.777
H 2.913 -0.352 -4.738
H 3.308 1.271 -5.344
H 0.666 2.647 -3.543
H 2.171 3.010 -4.415
N 3.409 -0.309 -1.963
C 4.756 -0.163 -1.852
N 5.211 1.099 -1.756
O 5.513 -1.143 -1.919
H 2.804 0.495 -1.954
H 3.000 -1.219 -1.977
H 6.189 1.281 -1.889
H 4.637 1.931 -1.832
N -3.949 1.114 1.107
C -4.898 1.357 2.048
N -4.395 1.622 3.305
O -6.096 1.330 1.769
H -3.007 1.186 1.451
H -4.144 0.821 0.148
H -3.520 1.264 3.629
H -5.134 1.851 3.949
N -1.078 -0.350 -0.801
C 0.004 0.030 -0.038
N 0.010 -0.452 1.219
O 0.899 0.709 -0.549
H -0.902 -0.244 -1.782
H -1.896 -0.833 -0.467
H -0.737 -1.101 1.422
H 0.669 -0.033 1.876
N 1.253 0.971 7.471
C 1.903 1.081 6.268
N 1.333 0.367 5.245
O 2.935 1.741 6.156
H 1.481 1.499 8.287
H 0.439 0.387 7.435
H 0.465 -0.107 5.377
H 1.735 0.585 4.342
N -4.992 0.374 -3.675
C -5.209 0.590 -2.343
N -6.467 1.060 -2.082
O -4.335 0.447 -1.484
H -4.053 0.151 -3.960
H -5.586 0.607 -4.448
H -6.702 1.394 -1.162
H -6.934 1.286 -2.938
N 2.521 3.075 0.007
C 3.154 4.077 -0.643
N 3.142 5.296 -0.047
O 3.816 3.877 -1.671
H 1.981 3.336 0.810
H 2.443 2.169 -0.420
H 3.714 5.998 -0.484
H 2.377 5.667 0.487
N -3.046 3.195 -2.713
C -1.844 2.779 -3.220
N -1.805 1.437 -3.292
O -0.961 3.551 -3.587
H -3.123 4.137 -2.375
H -3.667 2.521 -2.302
H -1.024 0.845 -3.558
H -2.574 0.969 -2.849
N -0.331 -6.558 -0.924
C -1.183 -5.668 -0.341
N -0.799 -4.381 -0.368
O -2.257 -6.047 0.148
H -0.525 -7.511 -0.675
H 0.434 -6.283 -1.504
H 0.112 -4.119 -0.697
H -1.338 -3.640 0.064
```

=====

[2]
The following is a quantum chemistry calculation of a molecular structure, C15H32N7O6PRu in a non-equilibrium geometry, from the Open Molecules 2025 dataset.

## Properties
F_max	6.69	eV Å⁻¹
charge	+1
LUMO energy (alpha / beta)	-4.61 / -6.17	eV
HOMO (alpha / beta)	-0.3578 / -0.4252	Ha
spin multiplicity	6
orbital gap (alpha / beta)	0.1883 / 0.1984	Ha

```
62
C15H32N7O6PRu, DFT ωB97M-V with the def2-TZVPD basis set
O 0.032 -0.115 -4.717
H 0.801 0.337 -4.132
Ru -0.985 0.367 -0.896
N -0.830 2.000 0.219
N 0.732 1.397 -1.791
N -1.997 -0.648 0.359
N -0.892 -1.632 -1.722
O -1.557 2.192 1.289
O -2.397 -0.184 1.570
O -0.139 -2.173 -2.617
O 1.625 1.092 -2.621
C 1.012 2.616 -1.128
C 0.166 2.912 -0.056
C -2.345 -1.944 0.097
C -1.708 -2.512 -1.019
C 0.169 4.091 0.837
H 0.417 3.827 1.876
H -0.803 4.609 0.830
H 0.921 4.791 0.484
C 2.153 3.527 -1.502
H 2.572 3.202 -2.460
H 2.965 3.518 -0.742
H 1.774 4.561 -1.603
C -3.200 -2.610 1.104
C -1.789 -3.957 -1.334
H -4.038 -1.974 1.406
H -2.598 -2.884 1.978
H -3.585 -3.525 0.669
H -1.235 -4.149 -2.238
H -2.831 -4.241 -1.534
H -1.374 -4.627 -0.562
H -2.144 0.874 1.626
H -0.764 -0.096 -4.014
C -2.718 0.829 -1.622
H -2.095 1.708 -1.376
H -3.366 0.093 -1.131
H -2.496 0.646 -2.645
O -5.010 3.072 -2.166
H -5.861 2.614 -2.026
H -4.702 3.207 -1.258
C 3.428 -2.012 1.166
N 3.507 -0.551 0.983
C 3.271 0.139 2.267
N 1.988 -0.249 2.872
C 1.948 -1.711 3.050
N 2.147 -2.419 1.772
C 1.019 -2.267 0.868
P 0.820 -0.448 0.368
C 2.618 -0.085 -0.072
C 0.837 0.265 2.155
H 4.244 -2.313 1.843
H 3.537 -2.500 0.186
H 3.287 1.228 2.102
H 4.077 -0.153 2.962
H 0.978 -2.000 3.479
H 2.769 -1.989 3.731
H 1.173 -2.856 -0.050
H 0.096 -2.620 1.357
H 2.760 0.996 -0.226
H 2.846 -0.599 -1.019
H -0.098 -0.033 2.659
H 0.869 1.366 2.114
```

=====

[3]
The following is a quantum chemistry calculation of a single C5H4BrN3O molecule in a non-equilibrium geometry, from the Open Molecules 2025 dataset.

## Properties
F_max	4.71	eV Å⁻¹
charge	0
LUMO energy (alpha / beta)	0.34 / -2.25	eV
HOMO (alpha / beta)	-0.2588 / -0.3344	Ha
spin multiplicity	3
orbital gap (alpha / beta)	0.2712 / 0.2516	Ha

```
14
C5H4BrN3O, DFT ωB97M-V with the def2-TZVPD basis set
C 4.119 2.632 -0.044
C 3.600 1.392 -0.153
C 3.099 0.213 -0.048
C 1.003 2.006 -0.053
C -0.578 0.308 0.137
N 4.329 3.752 0.176
N 1.800 -0.208 -0.077
N 0.764 0.757 0.026
O 0.528 3.073 -0.052
Br 4.080 -1.475 0.028
H -0.855 -0.132 1.153
H -1.446 1.140 0.204
H -0.823 -0.463 -0.584
H 1.723 -1.145 0.210
```

=====

[4]
The following is a quantum chemistry calculation of a molecular structure, C17H16N5O5STi in a non-equilibrium geometry, from the Open Molecules 2025 dataset.

## Properties
F_max	1.04	eV Å⁻¹
charge	+1
LUMO energy	-4.29	eV
HOMO	-0.4391	Ha
orbital gap	0.2815	Ha

```
45
C17H16N5O5STi, DFT ωB97M-V with the def2-TZVPD basis set
Ti -0.506 -1.414 -0.358
C -4.712 -0.203 -1.242
C -3.342 -0.369 -0.687
N -2.576 -1.355 -0.972
N -3.018 -2.356 -1.794
C -2.371 -3.461 -1.598
N -2.604 -4.522 -2.374
S -1.163 -3.661 -0.283
C -2.779 0.569 0.319
C -3.497 1.630 0.824
C -2.943 2.399 1.838
C -1.690 2.074 2.324
C -1.023 0.998 1.760
N -1.544 0.273 0.773
H -4.855 -0.883 -2.075
H -4.865 0.825 -1.571
H -5.461 -0.427 -0.478
H -3.295 -4.461 -3.104
H -2.168 -5.401 -2.163
H -4.485 1.850 0.444
H -3.489 3.236 2.252
H -1.234 2.637 3.125
H -0.044 0.707 2.115
C 2.006 -2.439 -2.398
C 0.723 -1.949 -1.876
O -0.328 -1.570 -2.376
H 1.912 -2.942 -3.360
H 2.469 -3.082 -1.655
H 2.641 -1.557 -2.534
O 1.101 -0.884 0.798
C 1.374 0.160 0.082
O 0.667 0.379 -0.926
C 2.468 1.071 0.458
C 2.737 2.193 -0.320
C 3.766 3.048 0.042
C 4.521 2.789 1.176
C 4.233 1.668 1.934
C 3.221 0.800 1.594
N 5.031 1.389 3.147
O 4.728 0.410 3.796
O 5.925 2.162 3.412
H 2.138 2.385 -1.200
H 3.982 3.922 -0.557
H 5.329 3.437 1.486
H 3.021 -0.073 2.200
```

=====

[5]
The following is a quantum chemistry calculation of 2 unconnected molecules or ions with the total composition C2H6NO2 in a non-equilibrium geometry, from the Open Molecules 2025 dataset.

## Properties
F_max	6.05	eV Å⁻¹
charge	+1
LUMO energy (alpha / beta)	-7.30 / -7.57	eV
HOMO (alpha / beta)	-0.5869 / -0.5765	Ha
energy relative to the best compared isomer or geometry (same formula, charge and spin)	164.1	kcal/mol
orbital gap (alpha / beta)	0.3185 / 0.2984	Ha

```
11
C2H6NO2, DFT ωB97M-V with the def2-TZVPD basis set
C 0.159 -1.733 -0.736
C -0.402 1.658 0.804
N 0.564 -0.480 -0.383
O 1.482 0.214 -0.366
O -0.916 0.476 0.461
H -0.493 -1.660 -1.623
H -0.502 -2.132 0.047
H 0.994 -2.412 -0.954
H -0.021 2.236 -0.058
H 0.373 1.591 1.587
H -1.239 2.242 1.221
```

=====

[6]
The following is a quantum chemistry calculation of a molecular structure, C14H42K6O11P in a non-equilibrium geometry, from the Open Molecules 2025 dataset.

## Properties
F_max	4.08	eV Å⁻¹
charge	+2
LUMO energy (alpha / beta)	-5.72 / -6.23	eV
HOMO (alpha / beta)	-0.3766 / -0.5135	Ha
energy relative to the best compared isomer or geometry (same formula, charge and spin)	27.5	kcal/mol
spin multiplicity	2
orbital gap (alpha / beta)	0.1662 / 0.2845	Ha

```
74
C14H42K6O11P, DFT ωB97M-V with the def2-TZVPD basis set
K 3.942 0.671 -1.840
K 0.259 -2.272 0.091
K 0.577 2.029 -3.646
K -0.665 3.865 -0.610
K 2.497 2.584 1.451
K 2.861 4.341 -1.954
P 0.817 0.808 -0.657
O -0.707 1.072 -0.233
O 1.520 2.131 -1.067
O 0.737 -0.014 -1.983
O 1.532 -0.053 0.447
C -4.827 3.731 -0.919
C -4.244 2.289 -0.893
O -2.871 2.355 -1.151
H -4.730 4.051 -1.956
H -4.233 4.491 -0.410
H -5.867 3.868 -0.623
H -4.808 1.641 -1.564
H -4.419 1.865 0.096
H -2.285 1.679 -0.802
C 2.003 -0.953 5.120
C 1.306 -0.371 3.927
O 2.228 0.172 2.999
H 2.522 -1.855 4.794
H 1.308 -1.246 5.907
H 2.789 -0.263 5.426
H 0.542 0.338 4.245
H 0.743 -1.098 3.342
H 1.947 -0.036 2.106
C -4.262 -1.734 0.712
C -3.109 -1.190 -0.086
O -2.242 -0.490 0.811
H -5.103 -2.151 0.158
H -4.581 -1.016 1.468
H -3.951 -2.521 1.399
H -3.323 -0.477 -0.882
H -2.699 -2.092 -0.541
H -1.687 0.160 0.373
C -1.881 2.986 3.968
C -2.062 2.001 2.770
O -1.191 2.495 1.746
H -2.328 2.613 4.890
H -2.259 3.976 3.714
H -0.836 3.228 4.157
H -3.098 1.955 2.434
H -1.998 0.982 3.152
H -0.979 1.878 1.041
C -3.073 -2.142 -4.282
C -1.870 -1.275 -3.952
O -1.234 -1.657 -2.724
H -3.623 -1.571 -5.029
H -3.674 -2.294 -3.385
H -2.859 -3.115 -4.725
H -2.122 -0.242 -3.709
H -1.097 -1.282 -4.720
H -0.558 -1.017 -2.487
C 6.463 -1.389 1.360
C 4.988 -1.028 1.588
O 4.365 -0.499 0.474
H 6.810 -1.772 2.320
H 6.942 -0.527 0.895
H 6.523 -2.188 0.621
H 4.727 -0.383 2.427
H 4.467 -1.956 1.827
H 3.419 -0.397 0.606
C 3.939 -3.009 -3.317
C 2.714 -2.091 -3.326
O 2.320 -1.928 -2.003
H 4.436 -3.000 -4.287
H 3.820 -4.031 -2.958
H 4.730 -2.770 -2.606
H 1.875 -2.577 -3.824
H 2.963 -1.110 -3.731
H 1.725 -1.174 -1.981
```

=====

[7]
The following is a quantum chemistry calculation of a single C8H16OSi molecule in a non-equilibrium geometry, from the Open Molecules 2025 dataset.

## Properties
F_max	4.39	eV Å⁻¹
charge	0
LUMO energy	0.88	eV
HOMO	-0.3468	Ha
SMILES string	C[Si](C)(C)[C@@H]1CC=C[C@H]1O
energy relative to the best compared isomer or geometry (same formula, charge and spin)	31.0	kcal/mol
orbital gap	0.3792	Ha

```
26
C8H16OSi, DFT ωB97M-V with the def2-TZVPD basis set
C -2.277 -0.808 -1.026
Si -0.385 -0.992 -0.631
C 0.502 -2.078 0.643
C 0.275 -1.572 -2.347
C 0.230 0.812 -0.105
C 1.665 0.861 0.301
C 1.667 1.808 1.480
C 0.453 2.041 1.976
C -0.559 1.374 1.096
O -1.419 2.373 0.431
H -2.749 -0.061 -0.457
H -2.376 -0.594 -2.043
H -2.618 -1.790 -0.654
H 0.187 -3.099 0.861
H 1.512 -2.223 0.091
H 0.608 -1.553 1.604
H -0.241 -2.499 -2.648
H 0.063 -0.989 -3.128
H 1.280 -1.883 -2.332
H 0.186 1.538 -0.967
H 2.334 1.197 -0.402
H 1.891 -0.176 0.532
H 2.580 2.162 1.960
H 0.103 2.566 2.875
H -1.266 0.650 1.703
H -1.647 2.933 1.187
```

=====

[8]
The following is a quantum chemistry calculation of a single C4H4 molecule in a non-equilibrium geometry, from the Open Molecules 2025 dataset.

## Properties
F_max	2.68	eV Å⁻¹
charge	0
LUMO energy	0.84	eV
HOMO	-0.3429	Ha
SMILES string	C#CC=C
energy relative to the best compared isomer or geometry (same formula, charge and spin)	9.9	kcal/mol
orbital gap	0.3737	Ha

```
8
C4H4, DFT ωB97M-V with the def2-TZVPD basis set
C 0.276 1.834 0.251
C 0.443 0.668 0.033
C 0.268 -0.712 -0.365
C -0.799 -1.458 0.040
H 0.263 2.897 0.471
H 1.044 -1.192 -0.980
H -0.984 -2.609 -0.116
H -1.453 -1.089 0.868
```

=====

Q: The highest charge belongs to which entry?
A: C14H42K6O11P

=====

Q: F_max of number 7 (C8H16OSi)?
A: 4.39 eV Å⁻¹

=====

Q: Which value of charge does entry 4 give?
A: +1